The following is a quantum chemistry calculation of a molecular structure, ClH2N2O at a distorted geometry, from the Open Molecules 2025 dataset.

Cartesian coordinates (Å):
N 0.283 0.267 0.423
N 0.942 1.129 -0.150
O 2.704 0.543 -0.093
Cl -2.342 0.475 -0.079
H -1.006 0.252 0.320
H 0.759 -0.670 0.527

Output
2S+1	3
DFT total energy	-17578.2324	eV
LUMO energy (spin up / spin down)	4.68 / 4.17	eV
orbital gap (spin up / spin down)	6.93 / 8.33	eV
net charge	-1